This record from the Open Molecules 2025 dataset describes a 4-piece molecular cluster, C9H26B4I2O15S3 overall. The level of theory is ωB97M-V/def2-TZVPD.

Computed properties:
Calculated total energy = -3376.8440 Eh
SMILES = OB(O)OB1OB(I)OB(I)O1.CCOS(C)(=O)=O.CCOS(C)(=O)=O.CCOS(C)(=O)=O
HOMO energy = -9.9 eV

Each line ends with the Löwdin charge.
Atoms and positions in Å:
O 4.453 -2.751 -0.483  0.093
B 4.503 -2.155 -1.836  -0.469
O 5.471 -2.478 -2.903  0.087
O 3.486 -1.100 -2.168  0.202
B 2.363 -1.710 -2.909  -0.492
O 2.308 -3.082 -3.452  0.127
B 1.108 -3.694 -2.785  -0.828
I 1.169 -5.583 -1.629  0.864
O -0.210 -2.973 -2.887  0.011
B 0.102 -1.626 -2.312  -0.879
I -0.858 -0.898 -0.472  0.915
O 1.141 -0.847 -3.074  0.117
H 3.531 -2.563 -0.113  0.123
H 5.108 -3.285 -3.373  0.124
O 3.318 -3.145 2.802  -0.292
S 3.804 -3.157 4.166  0.625
O 3.053 -2.575 5.256  -0.285
O 5.319 -2.555 4.193  -0.265
C 5.546 -1.261 3.651  -0.274
C 5.048 -0.172 4.583  -0.077
C 4.216 -4.827 4.605  -0.123
H 5.091 -1.171 2.659  0.114
H 6.627 -1.153 3.521  0.124
H 3.958 -0.197 4.674  0.071
H 5.332 0.817 4.211  0.081
H 5.459 -0.306 5.590  0.086
H 4.820 -5.265 3.808  0.076
H 3.284 -5.384 4.718  0.077
H 4.762 -4.821 5.550  0.075
O -2.778 2.334 0.667  -0.316
S -2.126 3.398 1.402  0.612
O -1.085 3.137 2.370  -0.284
O -3.265 4.336 2.096  -0.267
C -4.221 3.724 2.951  -0.278
C -3.619 3.378 4.301  -0.077
C -1.520 4.597 0.243  -0.116
H -4.658 2.841 2.474  0.115
H -5.030 4.447 3.096  0.123
H -2.861 2.596 4.206  0.071
H -4.390 3.016 4.987  0.081
H -3.130 4.252 4.742  0.087
H -2.312 4.835 -0.471  0.072
H -0.665 4.159 -0.278  0.082
H -1.204 5.489 0.788  0.076
O -4.594 2.824 -5.175  -0.288
S -4.096 1.997 -4.095  0.621
O -2.701 1.991 -3.713  -0.290
O -4.579 0.460 -4.340  -0.266
C -4.249 -0.169 -5.571  -0.274
C -2.787 -0.574 -5.615  -0.071
C -5.069 2.313 -2.645  -0.119
H -4.507 0.477 -6.417  0.117
H -4.871 -1.066 -5.649  0.124
H -2.135 0.304 -5.622  0.073
H -2.574 -1.158 -6.515  0.083
H -2.523 -1.167 -4.734  0.081
H -6.127 2.278 -2.912  0.075
H -4.808 3.307 -2.275  0.074
H -4.832 1.562 -1.889  0.074